Version w
Below is a structure of composition C3H8O3, with properties calculated with wB97M-V/def2-TZVPD.

Last column: natural (NBO) charge in e.
Positions of all 14 atoms, in Å:
O 1.441 -0.583 -0.690  -0.695
O 0.438 -0.937 -2.795  -0.929
O -0.764 -0.661 -0.706  -0.680
C 0.290 -0.231 -0.219  0.818
C -0.924 0.878 1.894  -0.616
C 0.296 0.549 1.100  -0.503
H -0.306 -1.037 -2.067  0.504
H 1.217 -0.914 -1.756  0.497
H -0.814 1.724 2.537  0.224
H 0.432 -1.769 -3.284  0.489
H -1.647 1.409 1.233  0.215
H 0.684 1.489 0.752  0.228
H -1.436 0.009 2.296  0.219
H 1.093 0.072 1.706  0.230

The HOMO energy is -10.5 eV.



Version x
Below is a cluster of 2 separate species, C3H8O3 in total, with properties calculated with wB97M-V/def2-TZVPD.

Last column: natural (NBO) charge in e.
Positions of all 14 atoms, in Å:
O -0.750 1.428 0.478  -0.530
O 0.257 -0.323 1.625  -0.710
O 0.741 -1.857 -0.298  -0.605
C 0.400 0.782 0.880  0.322
C -1.739 0.608 -0.137  -0.265
C 1.354 -1.017 -0.986  0.188
H -1.356 0.172 -1.067  0.165
H -2.071 -0.201 0.519  0.190
H -2.578 1.265 -0.360  0.199
H 0.308 -1.156 0.990  0.498
H 0.961 -0.702 -1.965  0.149
H 2.448 -0.917 -0.895  0.149
H 0.981 0.392 -0.137  0.074
H 1.045 1.526 1.353  0.177

The HOMO energy is -10.2 eV.



Top of the stability list: version w, leading by 0.0856 hartree.



Version w
Below is an isolated molecule of C3H4ClNO2, with properties calculated with wB97M-V/def2-TZVPD.

Last column: natural (NBO) charge in e.
Positions of all 11 atoms, in Å:
Cl 2.849 -1.811 -0.006  0.112
O 4.704 0.326 0.046  -0.388
O 3.232 1.979 -0.042  -0.418
N 3.535 0.763 0.025  0.395
C 0.985 0.607 0.067  0.001
C -0.130 -0.254 -0.077  -0.743
C 2.545 -0.147 -0.074  0.017
H 0.969 1.675 0.387  0.255
H -1.028 0.317 -0.669  0.254
H -0.638 -0.572 0.980  0.262
H -0.007 -1.284 -0.395  0.254

The HOMO energy (alpha / beta) is -9.4 / -9.2 eV.



Version x
Below is an isolated molecule of C3H4ClNO2, with properties calculated with wB97M-V/def2-TZVPD.

Last column: natural (NBO) charge in e.
Positions of all 11 atoms, in Å:
Cl 3.489 0.578 -0.143  0.287
O 0.173 -1.278 0.173  -0.486
O 2.384 -0.676 0.079  -0.484
N 0.589 0.895 -0.217  -0.535
C 1.053 -0.258 -0.037  0.781
C -1.117 -0.722 -0.065  -0.096
C -0.814 0.828 0.039  -0.248
H -1.110 1.230 1.135  0.196
H -1.296 1.322 -0.800  0.207
H -1.636 -0.928 -0.973  0.187
H -1.714 -0.992 0.810  0.192

The HOMO energy is -9.8 eV.



Top of the stability list: version x, leading by 0.1452 hartree.



Version w
Below is a cluster of 2 separate species, C3H4ClNO2 in total, with properties calculated with wB97M-V/def2-TZVPD.

Last column: natural (NBO) charge in e.
Positions of all 11 atoms, in Å:
Cl 1.290 1.492 0.619  0.121
O -1.659 -1.418 0.791  -0.282
O 2.843 -0.571 -0.867  -0.682
N 1.131 -0.220 0.614  -0.724
C -1.621 -0.466 0.209  0.927
C 1.902 -0.909 -0.155  0.432
C -1.492 0.771 -0.198  -0.898
H -0.486 1.232 0.352  0.360
H -1.151 0.753 -1.302  0.339
H -2.387 1.291 0.016  0.299
H 1.631 -1.956 -0.080  0.109

The HOMO energy is -8.2 eV.



Version x
Below is an isolated molecule of C3H4ClNO2, with properties calculated with wB97M-V/def2-TZVPD.

Last column: natural (NBO) charge in e.
Positions of all 11 atoms, in Å:
Cl 1.523 -1.757 0.393  0.031
O 2.301 1.478 -0.242  -0.471
O 0.177 1.292 0.598  -0.462
N 0.828 -0.765 -0.853  -0.519
C -0.783 0.291 0.708  -0.107
C 1.239 1.053 -0.047  0.966
C -0.581 -0.567 -0.572  -0.306
H -1.213 -1.573 -0.752  0.229
H -0.760 -0.319 1.683  0.221
H -0.948 0.117 -1.440  0.208
H -1.782 0.749 0.523  0.210

The HOMO energy is -9.1 eV.



Top of the stability list: version x, leading by 0.0432 hartree.